Model w:
20
Properties=species:S:1:pos:R:3 method="wB97M-V/def2-TZVPD" homo_lumo_gap_ev=8.652
C 0.22894 2.01782 -0.23069
C 0.54122 0.96797 0.80739
C 0.82775 -0.40881 0.27295
N -0.17853 -1.29382 0.31646
C -1.51520 -1.02842 0.10201
N -1.96332 0.09184 -0.29086
O -3.39211 -0.03959 -0.19528
N 1.99614 -0.86299 -0.24476
C 3.25685 -0.16209 -0.32472
H -0.49213 1.78056 -1.05933
H -0.17053 2.94011 0.28909
H 1.17198 2.34581 -0.76085
H -0.35881 0.81290 1.42826
H 1.34295 1.27812 1.56480
H -2.26252 -1.80872 0.35212
H -3.74150 0.72739 -0.71832
H 1.93060 -1.76494 -0.74893
H 3.89820 -0.29364 0.57191
H 3.77764 -0.48828 -1.22399
H 3.02359 0.92340 -0.36009

=====

Model x:
20
Properties=species:S:1:pos:R:3 method="wB97M-V/def2-TZVPD" homo_lumo_gap_ev=7.573
C 0.18075 -0.77378 0.45820
C -2.82765 0.64188 -0.46572
N -0.11934 0.51985 0.70174
C -2.07231 -0.24345 0.49742
N 0.21967 1.42138 -0.20248
N 0.22338 -1.25437 -0.88235
C 2.22190 -0.51977 0.87384
C 3.11379 0.19162 0.20977
O -2.56671 -1.05311 1.22090
H -0.04988 -1.43818 1.28355
H 0.09566 2.38281 0.06906
H 0.28604 1.16080 -1.18125
H 1.18182 -1.52060 -1.09915
H -0.38330 -2.06058 -0.98032
H 2.48539 -1.07696 1.77303
H -2.72431 1.67824 -0.14000
H -2.40014 0.55513 -1.46430
H -3.88548 0.37093 -0.47782
H 2.85046 0.77847 -0.67039
H 4.17027 0.23967 0.47626

=====

Relative energies, kJ/mol: model w 0.0; model x 332.4.